ORCA calculation (ωB97M-V/def2-TZVPD) on an isolated molecule of C3H6P2 in a non-equilibrium geometry.

The geometry in XYZ format:
```
11
Properties=species:S:1:pos:R:3:mulliken_charge:R:1
C -0.0096 -2.1186 -1.4841 -0.46
C 0.8522 2.1935 1.0530 -0.54
C -0.7523 -0.0223 0.3152 -0.96
P -0.3370 -0.4829 -1.5821 0.04
P 0.7861 0.5512 1.1402 -0.04
H 0.2583 -2.6207 -2.3029 0.34
H 0.0093 -2.8128 -0.5298 0.18
H 1.5965 2.7375 1.4826 0.32
H 0.2103 2.9879 0.7419 0.27
H -1.0218 -0.9203 0.8131 0.34
H -1.5921 0.5076 0.3529 0.51
```

Results
Charge: 0
2S+1: 1
Kohn-Sham gap, Ha: 0.3369
SMILES string: C=PCP=C
Electronic energy, hartree: -800.49382
Energy above the lowest of the compared OMol25 structures with the same formula, charge and spin, kJ/mol: 182.4
Lowest unoccupied orbital energy, Ha: -0.0004

ORCA calculation (ωB97M-V/def2-TZVPD) on an isolated molecule of C3H6P4 in a non-equilibrium geometry.

The geometry in XYZ format:
```
13
Properties=species:S:1:pos:R:3:mulliken_charge:R:1
C 0.7873 0.1870 -1.2769 -0.39
C 2.1608 0.1659 -0.9779 -0.39
C -0.1625 0.2598 -0.2851 0.14
P 0.5404 0.4506 1.5731 0.00
P 2.5384 0.7296 0.6722 -0.12
P -2.3680 -0.2750 1.5954 -0.20
P -1.8870 -0.0281 -0.5515 -0.13
H 0.4888 -0.1199 -2.2266 0.38
H 2.8541 0.3368 -1.7350 0.41
H 2.8632 -0.5218 1.2535 0.08
H -3.5269 -0.8629 1.0893 0.07
H -1.6350 -1.4747 1.6218 0.09
H -2.6535 1.1526 -0.7524 0.06
```

Results
Charge: 0
2S+1: 1
Kohn-Sham gap (alpha / beta), Ha: 0.2514 / 0.2509
SMILES string: [PH2]#[PH]C1=P#[PH]C=C1
Electronic energy, hartree: -1483.19669
Energy above the lowest of the compared OMol25 structures with the same formula, charge and spin, kJ/mol: 40.6
Lowest unoccupied orbital energy (alpha / beta), Ha: -0.0450 / -0.0448

ORCA calculation (ωB97M-V/def2-TZVPD) on a 2-piece molecular cluster, C3H6S overall in a non-equilibrium geometry.

The geometry in XYZ format:
```
10
Properties=species:S:1:pos:R:3:mulliken_charge:R:1
C -1.7944 -0.8023 -0.5820 -0.42
C 2.1161 0.5710 0.2952 -0.30
C -1.7932 0.1900 0.2906 -0.56
S 2.6140 -0.9543 0.1336 -0.17
H -2.3602 -0.8858 -1.4659 0.31
H -1.4023 -1.7729 -0.0975 0.17
H 1.4791 0.7585 1.1616 0.21
H 1.9625 1.2120 -0.5956 0.25
H -1.9758 1.2292 0.0159 0.23
H -1.4499 0.0928 1.2642 0.27
```

Results
Charge: 0
2S+1: 1
Kohn-Sham gap, Ha: 0.3063
SMILES string: C=C.C=S
Electronic energy, hartree: -515.99056
Energy above the lowest of the compared OMol25 structures with the same formula, charge and spin, kJ/mol: 197.6
Lowest unoccupied orbital energy, Ha: -0.0194

ORCA calculation (ωB97M-V/def2-TZVPD) on an isolated molecule of C3H6S in a non-equilibrium geometry.

The geometry in XYZ format:
```
10
Properties=species:S:1:pos:R:3:mulliken_charge:R:1
C -0.1126 -0.0519 0.4749 -0.10
C -1.4342 0.7068 -0.1062 -0.57
C -1.3229 -0.7007 -0.2452 -0.35
H 1.7873 1.3253 -0.4401 0.11
H -0.5121 -0.1005 1.5797 0.23
H -2.1903 1.0735 0.4937 0.21
H -1.2070 1.3624 -0.8750 0.29
H -1.8773 -1.1344 0.5003 0.23
H -1.0094 -1.2752 -1.1670 0.28
S 1.3892 -0.0610 -0.0520 -0.35
```

Results
Charge: 0
2S+1: 1
Kohn-Sham gap, Ha: 0.3586
SMILES string: SC1CC1
Electronic energy, hartree: -515.98357
Energy above the lowest of the compared OMol25 structures with the same formula, charge and spin, kJ/mol: 216.0
Lowest unoccupied orbital energy, Ha: 0.0336

ORCA calculation (ωB97M-V/def2-TZVPD) on C3H6S as an isolated structure in a non-equilibrium geometry.

The geometry in XYZ format:
```
10
Properties=species:S:1:pos:R:3:mulliken_charge:R:1
C 1.0974 -0.5922 -0.4110 -0.67
C 0.0536 0.4746 -0.1185 0.35
C -1.2871 0.2457 0.2931 -1.10
H 2.3753 -0.1739 0.5036 0.26
H 1.4301 -0.5207 -1.8830 0.26
H 0.2640 -1.4975 0.2544 0.21
H -1.0079 -0.0881 1.3132 0.34
H -2.1033 0.9320 0.3265 0.35
H -1.4789 -0.7690 -0.3361 0.23
S 0.6568 1.9891 0.0578 -0.23
```

Results
Charge: 0
2S+1: 1
Kohn-Sham gap, Ha: 0.2869
Electronic energy, hartree: -515.84294
Energy above the lowest of the compared OMol25 structures with the same formula, charge and spin, kJ/mol: 585.2
Lowest unoccupied orbital energy, Ha: -0.0137

ORCA calculation (ωB97M-V/def2-TZVPD) on C3H7BaO2 as an isolated structure in a non-equilibrium geometry.

The geometry in XYZ format:
```
13
Properties=species:S:1:pos:R:3:mulliken_charge:R:1
O 2.3920 0.2026 -0.3536 -0.71
C 1.5473 -0.5660 0.4187 -0.35
C 0.1147 -0.5835 -0.0920 -0.56
O -0.5229 0.5871 0.3806 -0.24
C -1.9190 0.6059 0.1912 -0.73
Ba 2.2609 2.0963 -1.8003 0.57
H 1.5907 -0.2495 1.4813 0.22
H 1.9004 -1.6173 0.4157 0.30
H -0.2933 -1.5660 0.1960 0.32
H -0.2594 -0.7021 -1.1266 0.36
H -2.2306 0.2743 -0.8133 0.29
H -2.3616 -0.1414 0.8691 0.28
H -2.2192 1.6595 0.2332 0.25
```

Results
Charge: 0
2S+1: 2
Kohn-Sham gap (alpha / beta), Ha: 0.1676 / 0.3176
Electronic energy, hartree: -294.37335
⟨S²⟩: 0.7502
Energy above the lowest of the compared OMol25 structures with the same formula, charge and spin, kJ/mol: 0.0
Lowest unoccupied orbital energy (alpha / beta), Ha: 0.0008 / 0.0034

ORCA calculation (ωB97M-V/def2-TZVPD) on a 2-piece molecular cluster, C3H7Br3OSi overall in a non-equilibrium geometry.

The geometry in XYZ format:
```
15
Properties=species:S:1:pos:R:3:mulliken_charge:R:1
C 3.4246 0.3968 0.6718 -1.02
C 1.9337 0.5312 0.4110 -0.04
C 1.2510 -0.4436 -0.1191 -0.22
O -0.1434 -0.4509 -0.2228 -0.43
Si -3.9770 -0.3029 -0.9094 0.66
Br -3.6248 0.3826 1.1968 -0.23
Br -4.9187 -2.2508 -0.9115 -0.16
Br -5.3972 1.2279 -1.4932 -0.21
H 4.0294 0.0896 -0.2684 0.26
H 3.5453 -0.4275 1.3915 0.25
H 3.8853 1.3506 0.9189 0.33
H -2.7369 -0.0568 -1.6442 -0.06
H 1.5843 1.4922 0.7248 0.35
H 1.7431 -1.4266 -0.3190 0.25
H -0.5989 -0.1120 0.5728 0.27
```

Results
Charge: 0
2S+1: 1
Kohn-Sham gap, Ha: 0.3501
SMILES string: Br[SiH](Br)Br.C/C=C/O
Electronic energy, hartree: -8205.36441
Energy above the lowest of the compared OMol25 structures with the same formula, charge and spin, kJ/mol: 0.0
Lowest unoccupied orbital energy, Ha: 0.0147

ORCA calculation (ωB97M-V/def2-TZVPD) on an isolated ion of composition C3H7BrN3 and charge +1 in a non-equilibrium geometry.

The geometry in XYZ format:
```
14
Properties=species:S:1:pos:R:3:mulliken_charge:R:1
C 2.0234 -0.6802 -0.2709 0.47
C -0.1328 1.4668 0.5639 -0.95
C -0.1109 0.6824 -0.7430 -0.39
N 3.2816 -2.6540 -0.4971 -0.34
N 2.4784 -2.0260 0.1504 0.04
N 0.8376 -0.5160 -0.6009 -0.19
Br 3.1773 0.7609 0.1203 0.08
H 0.5347 1.0268 1.2688 0.36
H 0.2355 2.4422 0.3871 0.33
H -1.2224 1.5398 1.0187 0.30
H 0.3791 1.1816 -1.6170 0.33
H -0.9896 0.1681 -1.0334 0.33
H 3.7355 -3.5119 -0.0749 0.31
H 0.3732 -1.3162 -1.0451 0.31
```

Results
Charge: +1
2S+1: 1
Kohn-Sham gap, Ha: 0.3349
SMILES string: [H]/N=N/C(Br)=[NH+]/CC
Electronic energy, hartree: -2856.43090
Energy above the lowest of the compared OMol25 structures with the same formula, charge and spin, kJ/mol: 254.7
Lowest unoccupied orbital energy, Ha: -0.1879

ORCA calculation (ωB97M-V/def2-TZVPD) on a 2-piece molecular cluster, C3H7BrS overall in a non-equilibrium geometry.

The geometry in XYZ format:
```
12
Properties=species:S:1:pos:R:3:mulliken_charge:R:1
C -0.2611 2.0192 -0.3085 -0.90
C 0.9020 -1.6859 0.4991 -0.83
C -0.9931 -0.3296 -0.9156 -0.39
S -0.8599 -1.3568 0.4984 0.03
Br -2.7999 -0.3975 -1.6974 -0.13
H -1.1425 2.3591 0.1452 0.31
H 0.6894 2.0531 0.1536 0.33
H -0.0999 2.4192 -1.2679 0.34
H 1.0414 -2.3370 -0.4191 0.30
H 1.3199 -1.9271 1.4592 0.34
H 1.3669 -0.7741 0.1465 0.26
H -0.2420 -0.6668 -1.7075 0.34
```

Results
Charge: 0
2S+1: 1
Kohn-Sham gap (alpha / beta), Ha: 0.2941 / 0.2925
Electronic energy, hartree: -3090.55509
Energy above the lowest of the compared OMol25 structures with the same formula, charge and spin, kJ/mol: 399.8
Lowest unoccupied orbital energy (alpha / beta), Ha: -0.0096 / 0.0016

ORCA calculation (ωB97M-V/def2-TZVPD) on a 2-piece molecular cluster, C3H7Cl overall in a non-equilibrium geometry.

The geometry in XYZ format:
```
11
Properties=species:S:1:pos:R:3:mulliken_charge:R:1
C 1.0208 0.4705 1.5980 -1.10
C -0.8530 0.2970 -1.1827 -0.78
C -0.1021 -0.9216 -0.8033 -0.42
Cl -0.9322 -2.0894 0.0983 -0.16
H 1.8845 1.0009 1.1064 0.34
H 0.1983 0.8228 2.1194 0.38
H 1.2576 -0.4328 1.9869 0.38
H -0.1493 1.1500 -1.4816 0.26
H -1.7675 0.5464 -0.5255 0.29
H -1.4415 0.0404 -2.2500 0.27
H 0.8845 -0.8842 -0.6659 0.56
```

Results
Charge: 0
2S+1: 1
Kohn-Sham gap (alpha / beta), Ha: 0.3407 / 0.2932
Electronic energy, hartree: -578.51751
Energy above the lowest of the compared OMol25 structures with the same formula, charge and spin, kJ/mol: 420.3
Lowest unoccupied orbital energy (alpha / beta), Ha: 0.0106 / 0.0049

ORCA calculation (ωB97M-V/def2-TZVPD) on C3H7ClN2 as an isolated structure in a non-equilibrium geometry.

The geometry in XYZ format:
```
13
Properties=species:S:1:pos:R:3:mulliken_charge:R:1
C -0.2352 0.1161 -0.6510 -0.07
C -1.6999 0.0514 0.5613 -0.03
C 0.9762 0.7689 0.0078 -1.07
N -0.2342 -1.3445 -0.3812 -0.41
N -1.5343 -1.3975 0.3190 -0.39
Cl -3.1558 0.5964 -0.3108 -0.25
H -0.5500 0.3812 -1.6748 0.41
H -1.8132 0.5986 1.4331 0.37
H 1.3313 0.4408 1.0222 0.29
H 0.9066 1.8935 0.0231 0.31
H 1.9045 0.7961 -0.7138 0.29
H -0.1848 -1.7380 -1.3149 0.25
H -1.3334 -2.1121 0.9751 0.29
```

Results
Charge: 0
2S+1: 1
Kohn-Sham gap, Ha: 0.3501
Electronic energy, hartree: -688.07211
Energy above the lowest of the compared OMol25 structures with the same formula, charge and spin, kJ/mol: 379.9
Lowest unoccupied orbital energy, Ha: 0.0394

ORCA calculation (ωB97M-V/def2-TZVPD) on an isolated molecule of C3H7ClN2O in a non-equilibrium geometry.

The geometry in XYZ format:
```
14
Properties=species:S:1:pos:R:3:mulliken_charge:R:1
C 0.3324 0.2829 -2.2202 0.17
C 0.9473 -0.2974 1.3151 -0.90
C -1.1936 0.5367 0.7945 -0.88
N 0.1941 -0.2942 -0.9177 -0.03
N 0.1348 0.2425 0.2960 -0.04
O 0.1122 -0.3079 -3.2371 -0.48
Cl -0.3123 -2.1321 -1.0121 -0.16
H 0.4453 1.4416 -2.0204 0.29
H 1.6695 0.4681 1.5920 0.30
H 0.3650 -0.5133 2.1203 0.36
H 1.5257 -1.1365 0.9003 0.36
H -1.4954 1.2998 0.0915 0.26
H -1.7284 -0.4596 0.5552 0.28
H -0.9966 0.8695 1.7424 0.49
```

Results
Charge: 0
2S+1: 1
Kohn-Sham gap, Ha: 0.3515
SMILES string: CN(C)N(Cl)C=O
Electronic energy, hartree: -763.33500
Energy above the lowest of the compared OMol25 structures with the same formula, charge and spin, kJ/mol: 268.6
Lowest unoccupied orbital energy, Ha: 0.0057